Formula: C26H66O16P2S4
Source: OMol25
Level of theory: ωB97M-V/def2-TZVPD

Cartesian coordinates (Å):
C (11.562, 12.458, 16.829)
O (11.585, 12.168, 15.458)
P (12.648, 12.915, 14.497)
O (13.848, 13.423, 15.205)
O (13.006, 11.767, 13.462)
C (13.844, 10.754, 14.020)
O (11.853, 14.010, 13.648)
C (10.562, 14.421, 14.020)
H (12.516, 12.267, 17.249)
H (10.924, 11.690, 17.217)
H (11.319, 13.492, 17.061)
H (13.858, 9.931, 13.325)
H (13.688, 10.546, 15.076)
H (14.837, 11.185, 14.016)
H (10.151, 15.057, 13.283)
H (10.611, 14.966, 14.985)
H (9.898, 13.493, 14.034)
C (14.106, 16.667, 15.099)
O (14.525, 17.510, 16.137)
P (14.318, 19.031, 16.010)
O (14.566, 19.808, 17.241)
O (15.137, 19.340, 14.707)
C (15.080, 20.682, 14.116)
O (12.873, 19.257, 15.303)
C (11.706, 19.350, 16.189)
H (13.081, 16.715, 14.989)
H (14.429, 15.613, 15.259)
H (14.522, 16.956, 14.127)
H (15.615, 21.414, 14.689)
H (13.983, 21.033, 14.095)
H (15.499, 20.558, 13.121)
H (11.237, 18.394, 16.219)
H (11.048, 20.058, 15.774)
H (11.980, 19.719, 17.208)
C (10.869, 15.482, 20.664)
C (10.181, 16.680, 20.001)
O (9.088, 16.628, 19.467)
C (11.013, 17.918, 20.061)
H (11.901, 15.418, 20.270)
H (10.334, 14.563, 20.454)
H (10.984, 15.526, 21.692)
H (11.805, 17.819, 19.249)
H (11.600, 17.937, 20.979)
H (10.430, 18.844, 19.848)
C (18.774, 14.705, 6.205)
C (19.981, 15.032, 7.053)
O (20.085, 14.629, 8.175)
C (21.160, 15.840, 6.412)
H (19.054, 14.491, 5.166)
H (18.172, 15.612, 6.149)
H (18.178, 13.937, 6.726)
H (21.462, 16.443, 7.247)
H (20.925, 16.345, 5.489)
H (21.817, 15.037, 6.219)
C (16.130, 15.158, 17.384)
C (16.453, 13.645, 17.098)
O (17.495, 13.267, 16.628)
C (15.477, 12.582, 17.601)
H (16.509, 15.715, 16.522)
H (16.540, 15.593, 18.330)
H (15.038, 15.334, 17.437)
H (14.596, 12.923, 18.219)
H (16.098, 11.975, 18.219)
H (15.129, 12.046, 16.711)
C (20.936, 13.519, 12.487)
C (20.325, 12.392, 11.701)
O (19.370, 11.816, 12.185)
C (20.820, 12.087, 10.350)
H (21.939, 13.159, 12.848)
H (20.286, 13.610, 13.343)
H (21.185, 14.414, 11.936)
H (20.502, 12.908, 9.696)
H (20.440, 11.134, 9.972)
H (21.880, 12.034, 10.382)
C (12.753, 17.935, 11.693)
S (12.313, 16.244, 11.234)
O (10.834, 16.226, 11.253)
C (12.716, 16.271, 9.485)
H (12.361, 18.569, 10.938)
H (13.821, 17.952, 11.776)
H (12.320, 18.145, 12.707)
H (12.095, 16.968, 9.008)
H (12.720, 15.207, 9.172)
H (13.794, 16.563, 9.460)
C (8.374, 14.162, 10.396)
S (6.914, 14.980, 10.943)
O (6.897, 14.769, 12.401)
C (7.448, 16.631, 10.644)
H (8.257, 13.091, 10.670)
H (9.243, 14.653, 10.774)
H (8.437, 14.296, 9.332)
H (7.452, 16.920, 9.584)
H (8.489, 16.819, 11.056)
H (6.698, 17.201, 11.191)
C (18.500, 8.565, 13.241)
S (17.774, 8.713, 14.864)
O (16.327, 8.341, 14.821)
C (17.911, 10.553, 15.037)
H (17.818, 7.897, 12.756)
H (19.430, 8.123, 13.475)
H (18.486, 9.531, 12.762)
H (18.855, 11.033, 15.208)
H (17.273, 10.893, 15.816)
H (17.453, 10.993, 14.135)
C (16.638, 13.754, 12.756)
S (15.899, 13.382, 11.101)
O (15.125, 14.647, 10.851)
C (17.366, 13.598, 10.095)
H (17.055, 14.729, 12.738)
H (17.437, 13.021, 13.053)
H (15.792, 13.714, 13.403)
H (18.044, 12.869, 10.458)
H (17.843, 14.515, 10.386)
H (17.210, 13.575, 9.013)

## Properties
HOMO	-0.30691	Eh
HOMO-LUMO gap	8.62	eV

---

Formula: C4H17N2O2
Source: OMol25
Level of theory: ωB97M-V/def2-TZVPD

Cartesian coordinates (Å):
C (0.188, -0.402, -0.208)
C (-1.258, -0.526, -0.694)
C (-2.302, -0.534, 0.388)
C (-3.168, 0.751, 0.477)
N (-3.851, 0.891, -0.766)
N (1.107, -1.582, -0.729)
H (-1.303, -0.598, 2.155)
H (0.616, 0.402, -0.813)
H (-1.530, 0.336, -1.308)
H (-1.411, -1.387, -1.355)
H (-1.570, -0.692, 1.388)
H (-2.937, -1.421, 0.495)
H (-3.781, 0.676, 1.393)
H (-2.447, 1.530, 0.750)
H (-4.472, 0.091, -0.890)
H (-4.436, 1.705, -0.849)
H (0.751, -2.120, -1.516)
H (1.966, -1.061, -0.942)
H (1.429, -2.169, 0.035)
H (4.072, 0.256, 0.156)
H (2.626, 0.480, 0.853)
O (3.136, -0.001, 0.203)
H (5.857, 2.361, 1.023)
H (6.812, 1.478, 0.227)
O (5.907, 1.537, 0.528)

## Properties
HOMO	-0.42727	Eh
HOMO-LUMO gap	6.37	eV
total charge	+1